{
  "formula": "C32H80BF10NO34PtS12",
  "method": "wB97M-V/def2-TZVPD",
  "symbols": ["Pt", "B", "F", "F", "F", "F", "C", "F", "F", "F", "S", "O", "O", "N", "S", "O", "O", "C", "F", "F", "F", "O", "S", "O", "O", "C", "C", "C", "H", "H", "H", "H", "H", "H", "H", "H", "O", "S", "O", "O", "C", "C", "C", "H", "H", "H", "H", "H", "H", "H", "H", "O", "S", "O", "O", "C", "C", "C", "H", "H", "H", "H", "H", "H", "H", "H", "O", "S", "O", "O", "C", "C", "C", "H", "H", "H", "H", "H", "H", "H", "H", "O", "S", "O", "O", "C", "C", "C", "H", "H", "H", "H", "H", "H", "H", "H", "O", "S", "O", "O", "C", "C", "C", "H", "H", "H", "H", "H", "H", "H", "H", "O", "S", "O", "O", "C", "C", "C", "H", "H", "H", "H", "H", "H", "H", "H", "O", "S", "O", "O", "C", "C", "C", "H", "H", "H", "H", "H", "H", "H", "H", "O", "S", "O", "O", "C", "C", "C", "H", "H", "H", "H", "H", "H", "H", "H", "O", "S", "O", "O", "C", "C", "C", "H", "H", "H", "H", "H", "H", "H", "H"],
  "positions_angstrom": [[-4.80, -15.38, 37.12], [-5.49, -13.08, 38.46], [-5.71, -12.73, 39.78], [-6.38, -14.12, 38.12], [-5.55, -12.04, 37.57], [-4.21, -13.72, 38.36], [-7.59, -15.90, 40.36], [-8.40, -15.59, 39.36], [-7.20, -14.78, 40.96], [-8.21, -16.59, 41.29], [-5.99, -16.87, 39.88], [-4.86, -16.16, 40.44], [-6.12, -18.18, 40.48], [-5.86, -16.83, 38.19], [-6.69, -18.12, 37.72], [-7.86, -18.36, 38.54], [-7.03, -18.01, 36.32], [-5.44, -19.56, 37.83], [-5.86, -20.37, 38.77], [-5.49, -20.22, 36.68], [-4.24, -19.10, 38.13], [-9.29, -10.21, 40.43], [-9.68, -10.89, 39.23], [-11.07, -10.94, 38.81], [-8.84, -10.22, 38.02], [-8.89, -10.79, 36.72], [-9.28, -9.71, 35.72], [-9.03, -12.57, 39.22], [-9.61, -11.61, 36.61], [-7.92, -11.25, 36.51], [-8.60, -8.86, 35.79], [-10.31, -9.37, 35.84], [-9.26, -10.13, 34.71], [-7.99, -12.58, 38.92], [-9.65, -13.17, 38.56], [-9.15, -12.97, 40.22], [-1.83, -21.74, 36.65], [-2.42, -23.04, 36.50], [-2.15, -23.86, 35.36], [-1.93, -23.92, 37.79], [-1.99, -23.26, 39.05], [-2.11, -24.32, 40.13], [-4.23, -23.02, 36.81], [-2.74, -22.47, 39.14], [-1.07, -22.69, 39.23], [-2.18, -23.91, 41.13], [-1.30, -25.02, 39.97], [-3.09, -24.76, 39.90], [-4.59, -23.98, 37.16], [-4.66, -22.59, 35.91], [-4.40, -22.34, 37.65], [-10.02, -20.94, 38.65], [-11.32, -20.40, 38.44], [-12.42, -21.25, 38.14], [-11.78, -19.55, 39.74], [-10.82, -18.74, 40.43], [-11.49, -17.46, 40.85], [-11.19, -19.07, 37.20], [-9.93, -18.54, 39.84], [-10.51, -19.25, 41.34], [-10.77, -16.72, 41.20], [-12.32, -17.55, 41.55], [-11.90, -16.97, 39.96], [-10.37, -18.43, 37.53], [-12.12, -18.51, 37.24], [-11.09, -19.44, 36.18], [-9.35, -12.28, 43.15], [-10.16, -13.45, 43.31], [-9.69, -14.74, 42.84], [-10.53, -13.69, 44.88], [-10.56, -12.57, 45.80], [-9.19, -12.37, 46.33], [-11.81, -13.11, 42.65], [-11.23, -12.89, 46.59], [-10.87, -11.66, 45.28], [-8.41, -12.35, 45.56], [-8.84, -13.34, 46.74], [-8.98, -11.65, 47.13], [-11.63, -13.11, 41.57], [-12.18, -12.17, 43.03], [-12.48, -13.90, 42.97], [-5.72, -18.21, 46.89], [-4.99, -17.86, 45.71], [-5.00, -18.71, 44.54], [-5.51, -16.42, 45.23], [-5.34, -16.08, 43.84], [-5.64, -14.59, 43.81], [-3.36, -17.33, 46.24], [-5.99, -16.69, 43.22], [-4.34, -16.27, 43.43], [-5.48, -14.15, 42.82], [-4.94, -14.08, 44.47], [-6.66, -14.40, 44.12], [-3.33, -16.26, 46.43], [-2.56, -17.69, 45.58], [-3.16, -17.84, 47.18], [-3.31, -16.69, 33.13], [-4.01, -17.31, 34.22], [-4.24, -16.71, 35.52], [-5.43, -17.83, 33.67], [-5.43, -18.40, 32.35], [-6.85, -18.92, 32.06], [-3.18, -18.90, 34.57], [-4.76, -19.24, 32.18], [-5.16, -17.59, 31.67], [-7.18, -19.61, 32.84], [-6.84, -19.46, 31.12], [-7.51, -18.05, 32.04], [-3.08, -19.41, 33.62], [-3.74, -19.50, 35.28], [-2.17, -18.73, 34.93], [-0.41, -12.49, 41.63], [-1.22, -13.68, 41.74], [-0.82, -14.88, 41.06], [-1.30, -14.16, 43.32], [-1.04, -13.17, 44.30], [-1.78, -13.56, 45.59], [-2.97, -13.30, 41.53], [-1.26, -12.15, 43.97], [0.02, -13.15, 44.54], [-2.83, -13.62, 45.31], [-1.61, -12.80, 46.34], [-1.40, -14.52, 45.92], [-3.04, -12.46, 40.85], [-3.44, -13.22, 42.51], [-3.48, -14.20, 41.18], [0.08, -18.76, 44.51], [-0.01, -18.46, 43.11], [0.05, -19.46, 42.08], [-1.40, -17.65, 42.93], [-2.08, -17.62, 41.68], [-2.79, -18.88, 41.22], [1.14, -17.13, 42.67], [-1.38, -17.30, 40.91], [-2.79, -16.80, 41.77], [-2.15, -19.66, 40.82], [-3.59, -18.65, 40.52], [-3.35, -19.41, 42.00], [1.21, -17.14, 41.58], [2.13, -17.40, 43.05], [0.77, -16.18, 43.03], [-4.88, -24.01, 42.05], [-4.85, -22.57, 42.13], [-4.69, -21.85, 40.88], [-6.20, -22.05, 42.82], [-6.69, -20.73, 42.50], [-7.90, -20.70, 41.58], [-3.59, -22.07, 43.35], [-5.88, -20.03, 42.27], [-6.90, -20.37, 43.51], [-8.83, -20.99, 42.07], [-7.69, -21.20, 40.64], [-8.07, -19.70, 41.17], [-3.70, -22.71, 44.22], [-3.78, -21.02, 43.56], [-2.61, -22.16, 42.87], [-11.51, -18.81, 44.29], [-11.58, -18.03, 45.51], [-12.29, -18.50, 46.67], [-10.08, -17.69, 46.07], [-9.01, -17.17, 45.27], [-8.76, -18.00, 44.01], [-12.16, -16.36, 45.12], [-8.09, -17.09, 45.85], [-9.30, -16.19, 44.87], [-8.66, -19.07, 44.15], [-7.77, -17.74, 43.61], [-9.49, -17.78, 43.23], [-11.48, -15.89, 44.42], [-12.19, -15.96, 46.14], [-13.16, -16.36, 44.69]],
  "lowdin_charge": [1.423, -1.315, 0.171, 0.055, 0.200, 0.028, -0.639, 0.160, 0.138, 0.149, 0.684, -0.281, -0.271, -0.455, 0.617, -0.273, -0.281, -0.668, 0.163, 0.137, 0.166, -0.263, 0.620, -0.298, -0.253, -0.290, -0.060, -0.100, 0.116, 0.113, 0.082, 0.082, 0.080, 0.041, 0.075, 0.053, -0.294, 0.619, -0.273, -0.249, -0.309, -0.048, -0.085, 0.093, 0.123, 0.063, 0.086, 0.083, 0.082, 0.061, 0.036, -0.279, 0.596, -0.266, -0.241, -0.275, -0.060, -0.100, 0.088, 0.112, 0.054, 0.081, 0.081, 0.045, 0.068, 0.071, -0.264, 0.597, -0.293, -0.297, -0.246, -0.081, -0.076, 0.129, 0.121, 0.072, 0.087, 0.087, 0.067, 0.076, 0.065, -0.260, 0.608, -0.277, -0.273, -0.248, -0.036, -0.088, 0.091, 0.113, 0.062, 0.068, 0.080, 0.062, 0.059, 0.072, -0.237, 0.683, -0.438, -0.246, -0.251, -0.043, -0.064, 0.118, 0.120, 0.085, 0.086, 0.084, 0.072, 0.053, 0.090, -0.276, 0.649, -0.280, -0.281, -0.292, -0.051, -0.087, 0.117, 0.121, 0.059, 0.084, 0.077, 0.077, 0.058, 0.048, -0.283, 0.621, -0.286, -0.269, -0.266, -0.050, -0.097, 0.111, 0.089, 0.076, 0.044, 0.064, 0.069, 0.070, 0.053, -0.282, 0.605, -0.310, -0.242, -0.259, -0.044, -0.081, 0.090, 0.101, 0.087, 0.081, 0.052, 0.075, 0.042, 0.064, -0.293, 0.634, -0.272, -0.246, -0.215, -0.068, -0.104, 0.108, 0.085, 0.083, 0.058, 0.053, 0.025, 0.071, 0.076],
  "homo_energy_ev": [-10.820, -10.820],
  "spin_multiplicity": 3,
  "e_above_lowest_ev": 1.284,
  "gap_ha": [0.3224, 0.2323]
}